# 1
Computed, not measured: 2 unconnected molecules or ions with the total composition C3H10N2O at a distorted geometry, with wB97M-V/def2-TZVPD.

Values from the calculation:
- Kohn-Sham gap (alpha / beta) (Eh) = 0.3300 / 0.1387
- molar mass (Da) = 90.13
- ⟨S²⟩ = 0.756
- net charge = +1
- spin multiplicity = 2

Each line ends with the Mulliken spin population.
Atoms and positions in Å:
1 O 2.699 -1.820 0.813  0.00
2 C 2.101 -1.589 -0.247  0.00
3 C 2.266 -0.279 -0.929  0.00
4 H 1.428 -2.441 -0.768  0.00
5 H 2.770 0.399 -0.185  0.00
6 H 3.017 -0.345 -1.660  0.00
7 H 1.279 0.124 -1.379  0.00
8 N -0.820 -0.209 1.154  0.17
9 C -2.098 0.412 0.753  -0.03
10 N -2.217 1.350 -0.310  0.82
11 H -0.293 0.633 1.293  -0.01
12 H -0.366 -0.593 0.298  0.00
13 H -2.300 0.990 1.726  0.02
14 H -3.057 -0.230 0.794  0.07
15 H -2.001 1.290 -1.310  -0.02
16 H -2.407 2.309 -0.043  -0.02

***

# 2
Computed, not measured: 8 unconnected molecules or ions with the total composition C28H56O14S2 at a distorted geometry, with wB97M-V/def2-TZVPD.

Values from the calculation:
- Kohn-Sham gap (Eh) = 0.3591
- molar mass (Da) = 680.88
- spin multiplicity = 1

Each line ends with the Löwdin charge.
Atoms and positions in Å:
1 C 0.069 -1.157 -0.944  -0.11
2 C -1.383 -1.045 -1.519  -0.10
3 O -1.413 0.392 -1.676  -0.25
4 S -0.887 1.180 -0.354  0.71
5 O -1.647 0.861 0.875  -0.27
6 O -0.618 2.580 -0.699  -0.24
7 O 0.369 0.163 -0.461  -0.24
8 H 0.836 -1.256 -1.712  0.13
9 H 0.116 -1.907 -0.154  0.12
10 H -2.232 -1.220 -0.858  0.09
11 H -1.652 -1.495 -2.475  0.14
12 C -5.095 -0.239 -0.441  -0.20
13 C -4.530 -0.781 0.802  -0.19
14 O -4.732 -2.185 0.662  -0.20
15 S -5.070 -2.707 -0.888  0.72
16 O -6.486 -3.092 -0.977  -0.25
17 O -4.065 -3.649 -1.317  -0.23
18 O -4.837 -1.199 -1.452  -0.20
19 H -4.609 0.711 -0.663  0.14
20 H -6.165 -0.093 -0.289  0.14
21 H -5.043 -0.297 1.633  0.15
22 H -3.444 -0.703 0.855  0.10
23 C -3.918 4.897 0.614  -0.19
24 C -3.387 4.749 -0.820  -0.15
25 C -4.762 4.600 -1.517  -0.21
26 O -5.707 5.320 -0.759  -0.14
27 C -5.112 5.799 0.443  -0.20
28 H -3.164 5.327 1.272  0.10
29 H -4.098 3.902 1.021  0.11
30 H -2.837 3.832 -1.031  0.09
31 H -2.834 5.644 -1.106  0.11
32 H -4.973 3.534 -1.429  0.11
33 H -4.705 4.962 -2.543  0.12
34 H -5.733 5.733 1.336  0.12
35 H -4.812 6.820 0.209  0.12
36 C 4.528 -1.304 -1.383  -0.15
37 C 4.139 -1.386 0.101  -0.16
38 C 3.632 -2.819 0.353  -0.20
39 O 4.123 -3.464 -0.779  -0.14
40 C 5.021 -2.721 -1.555  -0.22
41 H 5.325 -0.576 -1.532  0.11
42 H 3.682 -1.130 -2.048  0.10
43 H 3.345 -0.684 0.351  0.10
44 H 4.887 -0.964 0.771  0.11
45 H 2.559 -2.702 0.499  0.09
46 H 4.009 -3.191 1.305  0.12
47 H 5.064 -3.008 -2.605  0.12
48 H 6.031 -2.801 -1.154  0.12
49 C 1.949 -5.974 -2.505  -0.16
50 C 1.197 -7.176 -1.963  -0.21
51 C 0.646 -6.672 -0.741  -0.29
52 O 0.627 -5.290 -0.702  -0.12
53 C 1.146 -4.766 -1.971  -0.14
54 H 2.044 -5.966 -3.591  0.11
55 H 2.973 -6.128 -2.165  0.11
56 H 1.904 -8.004 -2.018  0.12
57 H 0.403 -7.435 -2.663  0.12
58 H 1.255 -7.069 0.071  0.13
59 H -0.345 -7.118 -0.663  0.12
60 H 1.812 -3.924 -1.783  0.09
61 H 0.327 -4.432 -2.609  0.11
62 C 2.470 2.188 -2.983  -0.17
63 C 2.872 3.191 -1.948  -0.20
64 C 3.547 4.342 -2.645  -0.14
65 O 3.253 3.997 -4.045  -0.14
66 C 2.286 3.040 -4.205  -0.26
67 H 1.538 1.669 -2.758  0.10
68 H 3.233 1.474 -3.293  0.11
69 H 3.649 2.884 -1.246  0.11
70 H 2.023 3.505 -1.341  0.10
71 H 4.603 4.360 -2.375  0.12
72 H 2.942 5.183 -2.308  0.12
73 H 2.240 2.408 -5.092  0.12
74 H 1.382 3.647 -4.231  0.12
75 C -0.203 -2.674 4.694  -0.14
76 C 0.581 -3.857 4.054  -0.16
77 C 0.524 -3.547 2.627  -0.21
78 O 0.036 -2.190 2.523  -0.13
79 C -0.853 -1.943 3.558  -0.24
80 H 0.464 -1.966 5.187  0.11
81 H -0.925 -3.066 5.410  0.11
82 H 0.045 -4.786 4.246  0.11
83 H 1.609 -4.001 4.386  0.11
84 H -0.224 -4.236 2.234  0.12
85 H 1.407 -3.782 2.034  0.11
86 H -1.926 -2.130 3.511  0.12
87 H -0.774 -0.856 3.594  0.12
88 C -0.184 4.488 3.112  -0.16
89 C 1.085 5.312 3.025  -0.20
90 C 2.022 4.486 2.273  -0.21
91 O 1.608 3.172 2.633  -0.15
92 C 0.296 3.018 3.178  -0.17
93 H -0.745 4.566 2.181  0.09
94 H -0.883 4.868 3.857  0.11
95 H 1.385 5.514 4.053  0.12
96 H 0.919 6.334 2.685  0.12
97 H 3.070 4.644 2.528  0.13
98 H 1.866 4.511 1.195  0.11
99 H 0.311 2.781 4.242  0.10
100 H -0.272 2.171 2.794  0.10

***

# 3
Computed, not measured: a single C7H8O molecule at a distorted geometry, with wB97M-V/def2-TZVPD.

Values from the calculation:
- Kohn-Sham gap (Eh) = 0.3783
- molar mass (Da) = 108.14
- spin multiplicity = 1

Each line ends with the Löwdin charge.
Atoms and positions in Å:
1 C -0.840 1.153 -0.052  -0.16
2 C -1.593 -0.153 -0.214  -0.07
3 C -0.945 -1.279 -0.117  -0.04
4 C 0.454 -1.278 0.566  -0.22
5 C 0.492 1.083 0.508  -0.28
6 C 1.486 0.509 -0.496  -0.05
7 C 1.464 -0.768 -0.467  -0.04
8 H -1.359 1.778 0.641  0.11
9 H -0.852 1.872 -0.876  0.13
10 H -2.556 -0.154 -0.653  0.09
11 H -1.660 -2.192 -0.203  0.13
12 H 0.738 -2.099 1.189  0.13
13 H 0.949 1.912 1.173  0.18
14 H 1.835 1.098 -1.268  0.09
15 H 2.027 -1.396 -1.150  0.11
16 O 0.358 -0.085 1.419  -0.12

***

# 4
Computed, not measured: 2 unconnected molecules or ions with the total composition C2H3NOS at a distorted geometry, with wB97M-V/def2-TZVPD.

Values from the calculation:
- Kohn-Sham gap (Eh) = 0.3162
- molar mass (Da) = 89.12
- spin multiplicity = 1

Each line ends with the Löwdin charge.
Atoms and positions in Å:
1 C 2.331 -0.319 0.052  -0.16
2 C 1.086 0.455 -0.059  -0.26
3 N 3.305 -0.896 0.118  0.18
4 O 0.230 0.494 0.782  0.05
5 S -2.768 -0.936 0.267  0.45
6 H 1.230 1.097 -1.080  0.17
7 H -1.802 0.008 -0.039  -0.22
8 H -3.612 0.097 -0.040  -0.20

***

# 5
Computed, not measured: 2 unconnected molecules or ions with the total composition C5H9N2O at a distorted geometry, with wB97M-V/def2-TZVPD.

Values from the calculation:
- Kohn-Sham gap (alpha / beta) (Eh) = 0.2987 / 0.2987
- molar mass (Da) = 113.14
- net charge = +1
- spin multiplicity = 1

Each line ends with the Löwdin charge.
Atoms and positions in Å:
1 C -0.436 -0.753 0.103  0.00
2 C -1.770 -1.102 0.298  -0.08
3 C 0.340 0.378 -0.269  -0.06
4 C -2.863 -0.251 0.296  -0.10
5 C -0.034 1.595 -0.346  -0.15
6 N 3.018 0.410 0.640  0.00
7 N -2.823 1.069 0.407  0.17
8 O -0.291 2.733 -0.469  0.24
9 H 0.186 -1.677 0.029  0.14
10 H -2.183 -2.085 0.468  0.12
11 H 1.376 0.314 0.044  0.06
12 H -3.747 -0.882 0.091  0.16
13 H 3.995 0.032 0.395  0.10
14 H 2.683 -0.176 1.364  0.01
15 H -3.691 1.595 0.481  0.14
16 H -1.961 1.573 0.884  0.18
17 H 3.015 1.328 1.152  0.08

***

# 6
Computed, not measured: a molecular structure, C26H34N3W at a distorted geometry, with wB97M-V/def2-TZVPD.

Values from the calculation:
- Kohn-Sham gap (alpha / beta) (Eh) = 0.2313 / 0.2440
- molar mass (Da) = 572.42
- ⟨S²⟩ = 2.266
- net charge = +3
- spin multiplicity = 3

Each line ends with the Mulliken spin population.
Atoms and positions in Å:
1 W 0.219 1.026 -0.107  1.91
2 C -1.460 5.123 1.512  0.00
3 C -0.964 4.133 0.453  -0.04
4 C 0.529 4.332 0.150  0.05
5 C -1.232 2.707 0.885  0.05
6 C -0.465 2.116 1.912  0.03
7 C -0.709 0.795 2.333  0.01
8 C -1.740 0.022 1.774  0.02
9 C -2.114 -1.309 2.344  0.01
10 C -2.449 0.583 0.705  0.01
11 C -2.203 1.894 0.272  0.03
12 H -1.290 6.144 1.172  0.00
13 H -0.921 4.995 2.454  0.00
14 H -2.527 5.006 1.704  0.00
15 H -1.537 4.299 -0.462  0.01
16 H 1.105 4.576 1.045  0.01
17 H 0.698 5.119 -0.584  0.00
18 H 0.996 3.415 -0.270  0.03
19 H 0.269 2.714 2.439  0.00
20 H -0.137 0.387 3.158  0.00
21 H -2.483 -1.989 1.577  0.00
22 H -2.928 -1.152 3.059  0.00
23 H -1.285 -1.771 2.878  0.00
24 H -3.243 0.012 0.235  0.00
25 H -2.818 2.315 -0.515  0.02
26 C -0.862 2.229 -2.737  0.05
27 N 0.198 1.244 -2.317  -0.04
28 C 1.516 1.765 -2.829  0.06
29 C -0.066 -0.080 -2.919  -0.02
30 C -0.316 -0.248 -4.262  0.02
31 C -0.441 -1.547 -4.754  -0.07
32 C -0.285 -2.643 -3.913  0.02
33 C -0.037 -2.470 -2.560  -0.05
34 C 0.042 -1.174 -2.062  -0.02
35 N 0.296 -0.807 -0.724  -0.22
36 C 0.772 -1.655 0.319  -0.01
37 C 0.305 -2.926 0.628  -0.04
38 C 0.860 -3.591 1.712  0.02
39 C 1.844 -2.987 2.488  -0.02
40 C 2.289 -1.700 2.202  0.03
41 C 1.749 -1.045 1.112  0.03
42 N 2.163 0.304 0.672  0.07
43 C 2.728 1.134 1.790  0.05
44 C 3.248 0.161 -0.363  0.04
45 H -0.790 2.409 -3.807  0.00
46 H -0.692 3.169 -2.216  0.00
47 H -1.842 1.824 -2.508  -0.01
48 H 1.424 1.955 -3.898  0.01
49 H 2.287 1.024 -2.663  -0.01
50 H 1.753 2.697 -2.317  -0.01
51 H -0.392 0.591 -4.941  0.00
52 H -0.636 -1.698 -5.808  0.00
53 H -0.353 -3.645 -4.316  0.00
54 H 0.098 -3.332 -1.926  0.00
55 H -0.492 -3.382 0.058  0.00
56 H 0.513 -4.586 1.960  0.00
57 H 2.274 -3.519 3.327  0.00
58 H 3.058 -1.248 2.813  0.00
59 H 3.708 0.752 2.070  0.00
60 H 2.066 1.099 2.650  0.00
61 H 2.842 2.157 1.440  -0.01
62 H 4.102 -0.322 0.111  0.01
63 H 3.535 1.150 -0.714  -0.01
64 H 2.890 -0.456 -1.181  0.00

***

# 7
Computed, not measured: a molecular structure, C14H13CrF9N4O8S2Te, with wB97M-V/def2-TZVPD.

Values from the calculation:
- Kohn-Sham gap (alpha / beta) (Eh) = 0.2107 / 0.2384
- molar mass (Da) = 779.99
- ⟨S²⟩ = 6.013
- net charge = -2
- spin multiplicity = 5

Each line ends with the Mulliken spin population.
Atoms and positions in Å:
1 Cr -0.773 0.525 -2.220  3.96
2 N -1.447 2.909 -1.708  0.07
3 N -2.142 3.310 -2.854  -0.01
4 C -2.807 2.288 -3.590  0.01
5 O -3.612 2.657 -4.435  0.00
6 O -2.415 1.092 -3.356  0.00
7 H -2.001 2.939 -0.861  -0.01
8 H -0.568 3.392 -1.612  -0.01
9 H -2.745 4.114 -2.755  0.00
10 F -5.133 -3.577 -2.093  0.00
11 C -3.808 -3.379 -2.133  0.00
12 F -3.325 -3.594 -0.913  0.00
13 F -3.287 -4.297 -2.953  0.00
14 S -3.405 -1.688 -2.754  0.01
15 O -1.967 -1.631 -2.680  0.03
16 O -4.067 -1.662 -4.019  0.00
17 N -4.167 -0.838 -1.663  0.00
18 S -3.579 0.210 -0.686  -0.01
19 O -4.216 1.494 -0.733  0.00
20 O -2.131 0.185 -0.506  -0.08
21 C -4.152 -0.473 0.926  0.00
22 F -3.736 0.318 1.921  0.00
23 F -5.487 -0.527 0.981  0.00
24 F -3.675 -1.695 1.141  0.00
25 O 1.162 -1.316 -3.185  0.04
26 N 1.301 -0.385 -3.959  0.00
27 O 0.457 0.573 -3.817  -0.06
28 F 6.622 0.398 4.075  0.00
29 C 6.021 1.581 3.792  0.00
30 F 7.013 2.373 3.318  0.00
31 F 5.657 2.107 4.979  0.00
32 C 4.888 1.445 2.840  0.01
33 C 3.578 1.688 3.231  0.00
34 C 2.544 1.544 2.324  0.01
35 C 2.782 1.152 0.996  -0.02
36 C 4.118 0.902 0.626  0.01
37 C 5.149 1.047 1.530  0.00
38 C 1.727 1.004 0.061  0.04
39 C 0.849 0.829 -0.776  -0.03
40 H 3.368 1.995 4.247  0.00
41 H 1.522 1.735 2.626  0.00
42 H 4.316 0.592 -0.392  0.00
43 H 6.171 0.856 1.223  0.00
44 C 1.414 -3.776 1.564  0.00
45 Te -0.007 -2.617 0.435  0.02
46 C -0.224 -1.156 1.976  0.00
47 H 1.005 -4.078 2.527  0.00
48 H 2.326 -3.201 1.710  0.00
49 H 1.643 -4.666 0.978  0.00
50 H 0.765 -0.855 2.317  0.00
51 H -0.818 -1.542 2.802  0.00
52 H -0.704 -0.298 1.511  0.00

***

# 8
Computed, not measured: a gas-phase ion, C3H10NS (charge +1) at a distorted geometry, with wB97M-V/def2-TZVPD.

Values from the calculation:
- Kohn-Sham gap (Eh) = 0.3810
- molar mass (Da) = 92.19
- net charge = +1
- spin multiplicity = 1

Each line ends with the Löwdin charge.
Atoms and positions in Å:
1 C 0.843 1.175 -0.124  -0.32
2 N 2.146 0.761 0.062  -0.01
3 H 0.710 1.770 -1.027  0.11
4 H 0.321 1.569 0.753  0.10
5 H 2.885 1.127 -0.511  0.11
6 H 2.422 0.330 0.925  0.10
7 C -1.832 0.404 -0.441  -0.29
8 S -0.259 -0.477 -0.418  1.04
9 C -0.579 -1.478 1.144  -0.20
10 H -2.560 -0.286 -0.879  0.07
11 H -2.154 0.661 0.559  0.06
12 H -1.804 1.216 -1.164  0.07
13 H 0.382 -1.874 1.454  0.05
14 H -1.206 -2.266 0.729  0.06
15 H -1.036 -0.845 1.907  0.06

***

# 9
Computed, not measured: a single C7H8N2 molecule at a distorted geometry, with wB97M-V/def2-TZVPD.

Values from the calculation:
- Kohn-Sham gap (alpha / beta) (Eh) = 0.2668 / 0.2260
- molar mass (Da) = 120.15
- spin multiplicity = 1

Each line ends with the Löwdin charge.
Atoms and positions in Å:
1 C 1.156 1.273 0.074  -0.09
2 C -0.242 0.996 0.038  -0.23
3 C -0.296 -2.665 -0.129  -0.18
4 C -0.672 -0.339 0.058  -0.24
5 C 0.296 -1.422 0.506  -0.26
6 C -0.051 -1.443 -1.004  0.00
7 C -1.202 2.090 -0.363  -0.02
8 N 2.181 0.480 0.113  -0.07
9 N 3.148 -0.124 0.214  0.27
10 H 1.374 2.343 0.263  0.14
11 H 0.474 -3.546 -0.149  0.12
12 H -1.230 -3.002 0.300  0.07
13 H -1.782 -0.497 0.257  0.15
14 H 1.111 -1.165 1.141  0.10
15 H -1.515 1.839 -1.287  0.05
16 H -0.673 2.988 -0.383  0.05
17 H -2.077 2.193 0.352  0.12